No. 1
{
  "formula": "C26H65NO12S",
  "method": "ωB97M-V with the def2-TZVPD basis set",
  "max_force_ev_per_a": 6.8,
  "total_charge": 0,
  "smiles": "CCOCCOC[C@@]1(N)OS(=O)(=O)O[C@@H]1C.CC(C)O.CC(C)O.CC(C)O.CC(C)O.CC(C)O.CC(C)O",
  "orbital_gap_ev": 9.26,
  "homo_energy_ev": -9.335,
  "e_tot_ha": -2385.16523,
  "elements": ["S", "O", "O", "O", "O", "O", "O", "O", "O", "O", "O", "O", "O", "N", "C", "C", "C", "C", "C", "C", "C", "C", "C", "C", "C", "C", "C", "C", "C", "C", "C", "C", "C", "C", "C", "C", "C", "C", "C", "C", "H", "H", "H", "H", "H", "H", "H", "H", "H", "H", "H", "H", "H", "H", "H", "H", "H", "H", "H", "H", "H", "H", "H", "H", "H", "H", "H", "H", "H", "H", "H", "H", "H", "H", "H", "H", "H", "H", "H", "H", "H", "H", "H", "H", "H", "H", "H", "H", "H", "H", "H", "H", "H", "H", "H", "H", "H", "H", "H", "H", "H", "H", "H", "H", "H"],
  "positions_angstrom": [[1.65, 0.19, 1.36], [-0.55, -5.24, -2.17], [6.60, -0.47, -0.67], [-3.52, 7.51, -2.98], [6.87, 3.23, 3.39], [0.44, -0.18, 2.28], [0.96, -4.70, 2.93], [1.20, 1.12, -0.02], [-3.34, 3.24, -1.11], [2.84, 0.75, 2.24], [4.25, -0.66, -1.84], [2.34, -1.11, 0.44], [-4.75, -3.73, 0.40], [1.16, -2.58, -0.94], [2.85, -0.95, -2.21], [-0.26, -5.33, 3.35], [6.34, -1.17, 0.60], [-0.15, -5.70, 4.82], [5.92, 5.44, 3.30], [-2.92, -4.93, -2.01], [1.84, -1.20, -0.94], [-3.32, 6.59, -5.18], [-7.12, -3.41, 0.56], [-1.66, -6.24, -0.29], [5.65, -2.66, 0.26], [-2.85, 7.66, -4.22], [-5.86, -4.72, 2.28], [0.76, 0.08, -0.99], [4.47, 0.77, -1.56], [-5.96, -4.35, 0.81], [-1.76, -5.87, -1.76], [4.52, 3.39, 2.93], [-0.83, -0.39, -0.73], [5.89, 4.03, 2.74], [-1.50, 4.60, -1.84], [5.93, 0.84, -0.73], [-1.42, -4.39, 3.09], [-2.17, 3.91, -0.66], [-3.11, 9.06, -4.77], [-2.55, 4.91, 0.42], [-2.18, 5.33, -2.30], [5.68, -0.54, 1.36], [-7.18, -3.15, -0.50], [1.58, -3.20, -1.67], [-2.80, -3.99, -1.46], [1.07, -3.90, 3.46], [-2.37, -4.85, 3.39], [5.82, 1.39, 0.29], [-5.69, -3.83, 2.90], [-1.27, -0.93, -1.68], [0.01, -4.81, 5.44], [-1.06, -6.20, 5.16], [-1.88, -6.78, -2.36], [-5.00, -5.39, 2.46], [-2.59, 9.21, -5.72], [-0.83, -1.17, 0.17], [4.54, 1.33, -2.60], [-0.43, -4.43, -1.64], [2.88, -1.93, -2.88], [-8.07, -3.87, 0.85], [2.50, -0.09, -2.95], [6.21, -3.55, 0.77], [6.66, 3.21, 4.34], [1.41, -3.05, -0.03], [-3.04, 4.40, 1.26], [-4.18, 9.22, -4.93], [7.34, -1.42, 1.20], [-1.49, 3.16, -0.25], [-1.49, -5.35, 0.33], [4.26, 3.32, 3.99], [-1.66, 5.43, 0.80], [-1.45, 0.56, -0.41], [-4.63, -2.92, 0.93], [6.14, 4.04, 1.67], [-2.98, -4.66, -3.07], [-1.48, -4.12, 2.03], [0.65, 0.62, -2.03], [-1.77, 7.54, -4.03], [-4.40, 6.66, -5.36], [-1.30, -3.45, 3.65], [5.70, -2.73, -0.93], [-0.59, 5.12, -1.53], [4.51, 2.37, 2.53], [-3.26, 5.65, 0.04], [5.72, 5.44, 4.37], [-7.00, -2.48, 1.11], [-6.77, -5.22, 2.63], [4.51, -2.57, 0.53], [-6.08, -5.26, 0.21], [-3.87, -5.39, -1.72], [-0.80, -6.90, -0.11], [6.91, 5.88, 3.16], [-4.48, 7.62, -3.14], [5.18, 6.08, 2.80], [-2.78, 9.82, -4.06], [3.67, 1.22, -0.83], [-3.13, 5.59, -4.77], [-1.24, 3.87, -2.62], [-3.94, 3.90, -1.48], [-2.80, 6.67, -6.15], [-0.38, -6.24, 2.75], [-2.57, -6.74, 0.06], [6.62, 1.53, -1.41], [3.74, 3.97, 2.42], [0.70, -6.37, 4.99]]
}

No. 2
{
  "formula": "C26H66BF6N4O10Pt2",
  "method": "ωB97M-V with the def2-TZVPD basis set",
  "relative_energy_ev": 16.082,
  "max_force_ev_per_a": 4.7,
  "total_charge": 1,
  "orbital_gap_ev": [6.18, 6.27],
  "homo_energy_ev": [-10.824, -10.824],
  "s_squared": 6.05,
  "e_tot_ha": -2863.20070,
  "spin_multiplicity": 5,
  "elements": ["Pt", "Pt", "F", "F", "F", "F", "F", "F", "O", "O", "O", "O", "O", "O", "O", "O", "O", "O", "N", "N", "N", "N", "C", "C", "C", "C", "C", "C", "C", "C", "C", "C", "C", "C", "C", "C", "C", "C", "C", "C", "C", "C", "C", "C", "C", "C", "C", "C", "B", "H", "H", "H", "H", "H", "H", "H", "H", "H", "H", "H", "H", "H", "H", "H", "H", "H", "H", "H", "H", "H", "H", "H", "H", "H", "H", "H", "H", "H", "H", "H", "H", "H", "H", "H", "H", "H", "H", "H", "H", "H", "H", "H", "H", "H", "H", "H", "H", "H", "H", "H", "H", "H", "H", "H", "H", "H", "H", "H", "H", "H", "H", "H", "H", "H", "H"],
  "positions_angstrom": [[24.86, -6.59, -15.60], [25.27, -0.64, -18.81], [32.74, -8.00, -16.35], [20.50, -1.15, -23.84], [20.68, -2.17, -25.68], [31.45, -7.49, -14.67], [31.61, -9.54, -15.34], [21.60, -0.33, -25.41], [29.25, -7.16, -16.40], [29.81, -9.13, -17.30], [25.44, -6.48, -12.07], [16.40, -2.35, -15.25], [21.48, -8.04, -15.65], [23.51, 2.11, -17.16], [23.47, -2.75, -25.28], [16.73, -4.17, -17.75], [23.44, -1.57, -23.29], [28.02, 0.66, -20.70], [22.97, -8.84, -17.94], [26.00, -8.91, -13.18], [25.92, 1.42, -15.88], [28.14, -2.06, -20.26], [30.41, -7.92, -16.80], [17.36, -2.28, -16.27], [28.89, -0.11, -21.47], [21.55, -8.54, -18.12], [26.98, -9.97, -11.15], [25.28, -5.21, -11.36], [24.65, 1.67, -15.23], [27.84, 1.98, -21.19], [26.30, -7.37, -11.29], [26.01, -8.89, -11.74], [23.33, -2.47, -26.75], [31.57, -8.24, -15.72], [22.55, 2.72, -17.99], [20.99, -9.19, -19.38], [30.11, -2.45, -21.60], [24.29, -3.47, -27.41], [20.98, -8.89, -16.70], [30.67, -10.06, -17.99], [25.01, 2.12, -13.85], [21.41, -1.46, -24.78], [20.55, -7.94, -14.59], [23.83, 2.76, -15.98], [22.61, -2.21, -24.18], [29.39, -1.31, -20.70], [29.83, -10.93, -18.88], [16.67, -2.82, -17.55], [23.83, -3.44, -16.79], [23.14, -2.75, -17.25], [29.42, -10.39, -19.73], [18.22, -2.89, -15.97], [27.67, 1.93, -22.27], [23.99, -4.22, -17.52], [24.08, 2.45, -13.39], [28.01, -2.84, -20.90], [24.44, -4.57, -11.61], [25.61, 3.01, -13.70], [28.36, -0.35, -22.39], [19.91, -8.68, -16.71], [22.87, -9.84, -18.05], [19.88, -7.08, -14.54], [27.91, -9.76, -11.68], [24.02, 0.78, -15.20], [17.33, -2.42, -18.33], [16.05, -3.24, -15.18], [26.69, -10.97, -11.47], [29.60, 0.64, -21.83], [21.42, -7.47, -18.27], [31.34, -9.61, -18.73], [30.24, -3.43, -21.15], [23.55, -1.45, -27.05], [20.90, -8.14, -13.57], [29.08, -11.43, -18.28], [27.02, 2.59, -20.80], [21.19, -8.68, -20.32], [26.40, 0.82, -15.22], [17.67, -1.26, -16.48], [15.82, -4.46, -17.67], [30.36, -11.79, -19.29], [30.05, -0.98, -19.90], [27.35, -7.11, -11.26], [22.38, 2.17, -18.91], [23.92, -4.49, -27.49], [25.25, -3.30, -26.93], [31.03, -2.08, -22.07], [22.86, 2.84, -15.48], [21.09, -9.90, -16.32], [15.70, -2.35, -17.71], [24.25, -3.06, -28.42], [29.52, -2.75, -22.47], [28.83, 2.42, -21.09], [21.55, 2.72, -17.56], [23.39, -3.79, -15.88], [30.93, -7.48, -17.65], [24.75, -2.93, -16.53], [26.18, -7.28, -10.21], [24.97, -9.04, -11.43], [21.27, -10.24, -19.52], [22.82, 3.69, -18.40], [22.31, -2.62, -27.13], [28.55, -2.67, -19.57], [25.19, 1.28, -13.18], [23.21, -8.74, -18.92], [19.84, -8.77, -14.59], [22.22, -3.08, -23.66], [25.22, -5.26, -10.27], [24.29, 3.74, -16.10], [26.94, -9.00, -13.55], [26.21, -4.69, -11.62], [19.90, -9.22, -19.37], [27.24, -9.92, -10.10], [26.59, 2.18, -15.81], [25.69, -9.85, -13.40], [31.16, -10.63, -17.20]]
}

No. 3
{
  "formula": "C26H66F2N9O18S2",
  "method": "ωB97M-V with the def2-TZVPD basis set",
  "max_force_ev_per_a": 9.5,
  "total_charge": 4,
  "orbital_gap_ev": [2.52, 5.16],
  "homo_energy_ev": [-12.476, -15.128],
  "s_squared": 0.75,
  "e_tot_ha": -3871.79890,
  "spin_multiplicity": 2,
  "elements": ["S", "S", "F", "F", "O", "O", "O", "O", "O", "O", "O", "O", "O", "O", "O", "O", "O", "O", "O", "O", "O", "O", "N", "N", "N", "N", "N", "N", "N", "N", "N", "C", "C", "C", "C", "C", "C", "C", "C", "C", "C", "C", "C", "C", "C", "C", "C", "C", "C", "C", "C", "C", "C", "C", "C", "C", "C", "H", "H", "H", "H", "H", "H", "H", "H", "H", "H", "H", "H", "H", "H", "H", "H", "H", "H", "H", "H", "H", "H", "H", "H", "H", "H", "H", "H", "H", "H", "H", "H", "H", "H", "H", "H", "H", "H", "H", "H", "H", "H", "H", "H", "H", "H", "H", "H", "H", "H", "H", "H", "H", "H", "H", "H", "H", "H", "H", "H", "H", "H", "H", "H", "H", "H"],
  "positions_angstrom": [[-0.16, 0.15, 0.11], [1.60, -1.07, 0.93], [-1.60, 0.66, 0.67], [1.61, -2.61, 1.55], [4.73, -0.33, 4.11], [-1.38, -0.52, -3.98], [-0.57, -0.41, -1.15], [3.13, 0.95, 4.32], [-4.84, -1.92, -3.49], [0.64, 1.36, 0.16], [2.49, -0.54, 1.98], [3.59, 3.89, -4.09], [2.43, -3.40, 5.11], [0.47, -3.74, -0.86], [-0.64, 1.67, 3.77], [1.30, 5.05, -0.27], [2.07, -1.30, -0.38], [-0.14, -0.71, -5.89], [-5.47, 2.83, 1.91], [0.79, -0.51, -3.91], [1.75, -4.20, -3.62], [5.15, 1.91, 4.41], [-5.30, -0.18, -1.98], [-0.09, -0.86, 1.23], [-5.14, 4.75, 0.72], [2.54, 4.76, 1.83], [-1.35, -3.18, 0.48], [3.13, -2.40, -3.00], [4.44, -3.12, 3.88], [-1.45, -0.54, 3.62], [2.33, 1.88, -4.77], [2.47, -3.35, -3.99], [2.92, 2.93, -3.74], [2.79, 3.28, 2.04], [-0.22, -0.64, -4.63], [-5.97, 4.50, -0.56], [-3.95, 0.60, -2.09], [-0.41, -1.14, 4.59], [-5.57, -0.96, -3.30], [-1.59, -3.46, -2.13], [-0.75, -3.59, -0.87], [-6.74, -0.50, -4.07], [3.87, -3.23, -1.87], [2.81, -3.04, -5.48], [2.81, -5.08, 3.44], [-1.51, -4.39, 1.41], [1.74, 2.52, -6.10], [2.57, 2.63, -2.33], [1.24, 5.04, 1.00], [3.18, -3.92, 4.31], [-1.61, 0.95, 3.87], [4.41, 0.88, 4.25], [-4.61, 3.50, 1.36], [-0.05, 5.21, 1.77], [5.67, -3.50, 4.77], [-2.97, 1.38, 4.27], [-3.20, 3.14, 1.18], [-2.31, -4.99, 0.98], [-6.66, 0.58, -4.13], [2.66, 5.25, 2.71], [5.65, -3.06, 5.76], [-3.93, 1.00, -1.08], [-5.97, 0.56, -1.84], [-5.30, -0.89, -1.26], [-0.60, -4.87, 1.78], [-3.07, 2.24, 1.78], [0.19, 5.84, 2.63], [1.50, 2.80, -2.23], [3.13, 3.05, 1.03], [3.10, 0.04, 4.03], [-5.86, 5.17, 1.28], [4.82, -3.55, -2.30], [-2.38, -0.92, 3.59], [-2.16, -2.58, 0.39], [-1.10, -0.63, 2.68], [6.00, -4.54, 4.78], [-0.55, 4.38, 2.27], [-2.99, 2.94, 0.13], [4.65, -3.45, 2.95], [-3.74, 0.91, 3.65], [0.52, -0.57, 4.48], [-2.19, -2.56, -2.00], [2.46, -4.83, 2.44], [-6.89, 3.97, -0.31], [-0.75, -2.43, 0.82], [-0.65, -1.09, 5.65], [-0.77, 5.74, 1.14], [-3.01, 2.46, 4.40], [2.56, 2.74, -6.78], [1.09, 3.37, -5.89], [-7.64, -0.68, -3.49], [-0.81, -0.34, -3.23], [-3.79, 1.30, -2.91], [3.76, -1.72, -3.39], [3.31, 5.08, 1.27], [-3.23, -0.22, -2.11], [1.84, 2.79, 2.23], [1.57, 1.35, -4.38], [4.22, -2.57, -1.08], [-5.28, 4.00, -1.24], [-0.96, -3.33, -3.01], [-2.34, -4.25, -2.18], [3.03, 3.27, -1.57], [-4.38, 5.39, 0.55], [3.05, 1.20, -4.99], [3.51, 3.13, 2.85], [-6.83, -0.85, -5.10], [-0.41, -2.22, 4.45], [-3.30, 1.13, 5.27], [-6.21, 5.46, -1.02], [-2.54, 3.92, 1.58], [1.11, 1.75, -6.53], [3.29, -4.08, -1.50], [2.34, -1.87, -2.67], [-1.86, -3.90, 2.32], [3.89, -3.04, -5.61], [1.86, -5.44, 3.82], [4.31, -2.12, 3.87], [2.57, -3.95, -6.03], [2.31, -2.17, -5.90], [3.55, -5.88, 3.48], [6.42, -2.88, 4.28], [2.83, 1.60, -2.08]]
}

No. 4
{
  "formula": "C26H68N3O8PS",
  "method": "ωB97M-V with the def2-TZVPD basis set",
  "max_force_ev_per_a": 0.8,
  "total_charge": 0,
  "orbital_gap_ev": 9.23,
  "homo_energy_ev": -8.772,
  "e_tot_ha": -2537.05804,
  "elements": ["S", "P", "O", "O", "O", "O", "O", "O", "O", "O", "N", "N", "N", "C", "C", "C", "C", "C", "C", "C", "C", "C", "C", "C", "C", "C", "C", "C", "C", "C", "C", "C", "C", "C", "C", "C", "C", "C", "C", "H", "H", "H", "H", "H", "H", "H", "H", "H", "H", "H", "H", "H", "H", "H", "H", "H", "H", "H", "H", "H", "H", "H", "H", "H", "H", "H", "H", "H", "H", "H", "H", "H", "H", "H", "H", "H", "H", "H", "H", "H", "H", "H", "H", "H", "H", "H", "H", "H", "H", "H", "H", "H", "H", "H", "H", "H", "H", "H", "H", "H", "H", "H", "H", "H", "H", "H", "H"],
  "positions_angstrom": [[3.33, -8.49, 4.97], [1.71, -6.14, 5.42], [-0.40, 2.49, 0.31], [2.08, -7.78, 5.70], [0.12, -2.89, 0.35], [-0.55, 4.94, -3.71], [2.49, -9.05, 3.68], [-5.95, 2.83, 0.23], [3.05, 7.51, -4.46], [3.63, -9.63, 5.79], [3.11, -9.76, 0.14], [3.50, -7.55, 0.93], [1.39, -8.65, 1.24], [1.00, -6.12, 3.75], [-0.66, -2.90, -1.99], [-1.11, 5.49, -4.89], [0.55, 2.86, 1.29], [-1.76, 4.54, 0.44], [3.39, 9.82, -3.67], [-8.32, 2.26, -0.11], [-0.90, -2.47, -0.55], [2.54, 8.82, -4.44], [1.42, -2.41, 0.08], [-5.13, 0.52, 0.09], [-7.00, 2.69, -0.71], [-1.71, 3.03, 0.47], [2.83, -8.80, 1.22], [-5.61, 1.67, 0.96], [-1.04, 2.58, -4.23], [0.49, -4.70, 3.46], [3.35, -9.34, 2.57], [3.21, 6.88, -3.19], [-1.13, 3.73, -3.25], [3.33, -5.34, 5.11], [4.16, -5.23, 6.40], [-2.58, 5.85, -4.76], [1.92, 6.74, -2.41], [0.18, 2.44, 2.70], [1.54, -0.90, 0.10], [3.53, -7.40, -0.07], [3.52, -5.30, 7.28], [-4.81, -0.32, 0.71], [4.11, -9.82, 0.01], [0.05, -4.66, 2.47], [0.76, 3.93, 1.25], [-0.95, 4.83, -5.75], [2.10, 6.19, -1.48], [2.97, 10.82, -3.76], [4.44, -7.51, 1.30], [1.16, -7.68, 1.43], [1.17, 6.21, -2.99], [-2.74, 6.52, -3.92], [-2.17, 2.64, 1.39], [-0.25, -4.42, 4.21], [-1.31, 4.92, -0.49], [1.75, -6.40, 3.02], [3.47, -10.42, 2.51], [-2.79, 4.89, 0.50], [-1.21, 4.99, 1.27], [-8.27, 1.26, 0.32], [2.04, -2.84, 0.87], [-0.57, 3.48, -2.34], [2.78, -10.69, 0.40], [4.90, -6.02, 6.45], [-2.29, 2.63, -0.36], [-6.44, 1.35, 1.60], [-4.80, 1.97, 1.62], [4.34, -8.92, 2.77], [1.29, -3.97, 3.52], [-1.52, -2.60, -2.61], [0.00, 1.36, 2.74], [1.18, -0.50, 1.05], [3.08, -4.35, 4.73], [-1.44, 1.67, -3.77], [-2.16, 3.90, -2.94], [3.61, 5.89, -3.42], [0.23, -2.43, -2.42], [2.48, 9.12, -5.49], [0.99, 2.68, 3.38], [-8.63, 2.95, 0.67], [-2.93, 6.33, -5.67], [-1.04, -1.39, -0.49], [-0.54, -3.98, -2.06], [1.47, 2.35, 0.99], [-5.92, 0.15, -0.58], [-4.29, 0.84, -0.53], [-0.71, 2.94, 3.06], [-7.10, 3.68, -1.16], [-6.70, 2.01, -1.52], [-0.53, 6.40, -5.08], [2.58, -0.60, -0.04], [4.41, 9.83, -4.07], [0.00, 2.40, -4.52], [1.80, -2.82, -0.87], [-1.61, 2.77, -5.14], [0.18, -6.84, 3.69], [-9.09, 2.24, -0.88], [-3.21, 4.96, -4.60], [3.44, 9.58, -2.61], [0.95, -0.44, -0.69], [1.51, 8.83, -4.05], [3.92, -5.82, 4.33], [4.69, -4.28, 6.42], [3.97, 7.40, -2.60], [1.06, -8.83, 0.30], [1.50, 7.71, -2.14], [-1.81, -2.93, -0.18]]
}

> Number 1 is which compound?

C26H65NO12S